# C3H8OSi

A cluster of 2 separate species, C3H8OSi in total in a non-equilibrium geometry (ωB97M-V with the def2-TZVPD basis set, OMol25).

CARTESIAN COORDINATES (ANGSTROEM)
H1 2.65343 0.99520 -0.50190
H2 -4.79780 1.13486 0.85094
C1 2.45910 1.14494 0.60298
H3 0.25048 -0.28930 -0.69202
H4 1.19824 0.22358 2.12766
O1 -3.77417 -0.20384 -1.07054
H5 -0.40737 -0.91050 0.90185
H6 3.41363 1.05013 1.14462
C2 1.32811 0.27178 1.03048
H7 2.30501 2.18823 0.87891
H8 -5.38744 -1.18184 0.73735
C3 0.39020 -0.39829 0.37283
Si1 -4.57489 -0.13690 0.17314

As for the total energy: -483.7634 Eh. Its relative energy (zero: lowest compared OMol25 entry of this formula, charge and spin) is 49.71 kcal per mole.